# C3H4FIO

The molecule C3H4FIO at a distorted geometry (the ωB97M-V functional and the def2-TZVPD basis, the Open Molecules 2025 dataset).

Computed properties:
Largest force on an atom = 0.157 Eh/bohr
LUMO level (alpha / beta) = 0.62 / 0.62 eV
SMILES = CO/C(F)=C/I
Energy above the lowest of the compared OMol25 structures with the same formula, charge and spin = 66.7 kcal/mol
Electronic energy = -16038.0086 eV

Positions of all 10 atoms, in Å:
C -0.1543 -1.9239 -0.8309
C 0.1346 -0.3997 -0.3864
C -0.2267 1.4743 1.0013
O -0.8173 0.3415 0.2698
F 1.3382 0.0954 -0.3276
I 1.3859 -2.6722 -2.0401
H -1.1286 -1.9842 -1.1677
H 0.4819 2.0038 0.3097
H 0.1716 0.9397 1.8506
H -1.1854 2.1252 1.3211